DFT (ωB97M-V/def2-TZVPD) results for C19H24Cl2IrN2O7 as an isolated structure in a non-equilibrium geometry.

Last column: Mulliken spin population.
Atoms and positions in Å:
Ir1 -0.078 -0.082 0.341  0.8106
C1 0.228 2.273 2.267  0.0001
O1 0.665 1.781 0.963  -0.0067
C2 0.772 2.855 -0.014  0.0092
C3 1.451 2.246 -1.201  0.0036
O2 0.596 1.170 -1.590  -0.0007
C4 1.057 0.512 -2.782  0.0035
H1 0.814 3.160 2.494  0.0012
H2 0.440 1.499 2.991  -0.0030
H3 -0.836 2.502 2.241  0.0044
H4 1.365 3.648 0.437  -0.0005
H5 -0.229 3.213 -0.260  -0.0042
H6 2.442 1.869 -0.937  -0.0017
H7 1.536 2.968 -2.016  -0.0010
H8 1.143 1.246 -3.583  -0.0004
H9 0.315 -0.231 -3.056  -0.0017
H10 2.021 0.033 -2.605  0.0001
Cl1 -4.198 -5.450 -2.794  0.0040
C5 -3.184 -4.431 -1.920  0.0122
C6 -2.326 -4.963 -0.947  -0.0056
C7 -1.509 -4.128 -0.233  0.0112
Cl2 -0.464 -4.729 0.959  0.0025
C8 -1.514 -2.694 -0.474  -0.0137
O3 -0.780 -1.967 0.243  0.0345
C9 -2.400 -2.187 -1.489  0.0049
C10 -2.431 -0.758 -1.773  0.0052
O4 -1.681 0.068 -1.273  -0.0013
C11 -3.216 -3.037 -2.182  0.0044
H11 -2.316 -6.028 -0.762  0.0001
H12 -3.175 -0.410 -2.501  -0.0006
H13 -3.897 -2.663 -2.937  0.0000
C12 -0.967 -2.252 5.998  0.0002
C13 -0.026 -2.837 4.951  0.0001
C14 0.920 -1.878 4.184  -0.0042
C15 1.769 -0.913 5.084  0.0010
C16 1.062 0.281 5.714  -0.0004
C17 1.994 -2.756 3.528  0.0029
O5 2.547 -3.649 4.097  -0.0004
N1 2.405 -2.442 2.210  -0.0032
C18 1.764 -1.569 1.419  -0.0486
O6 1.979 -1.374 0.211  0.1752
N2 0.752 -0.821 1.949  -0.0017
C19 0.135 -1.041 3.187  0.0097
O7 -0.935 -0.529 3.394  0.0001
H14 -1.675 -3.026 6.294  0.0000
H15 -1.533 -1.401 5.630  -0.0001
H16 -0.433 -1.964 6.902  0.0000
H17 -0.613 -3.375 4.198  0.0000
H18 0.619 -3.576 5.423  -0.0002
H19 2.606 -0.548 4.478  -0.0002
H20 2.212 -1.548 5.853  -0.0001
H21 0.495 0.870 4.992  0.0003
H22 1.810 0.933 6.164  0.0000
H23 0.369 -0.010 6.497  0.0000
H24 3.158 -3.002 1.825  -0.0009

LUMO level (spin up / spin down)	-10.55 / -10.36	eV
energy relative to the best compared isomer or geometry (same formula, charge and spin)	4.029	eV
HOMO energy (spin up / spin down)	-14.78 / -14.82	eV
F_max	0.0491	hartree/bohr
gap between HOMO and LUMO (spin up / spin down)	0.1555 / 0.1638	Ha
expectation value of S²	0.774
total charge	+2
molar mass	655.53	g mol⁻¹
spin multiplicity	2